No. 1
A structure of composition C41H42AsCrN5SSi2, computed with ωB97M-V/def2-TZVPD.

Element x y z (Å)
1 Cr 0.5412 -0.2027 0.5719
2 C -0.5645 -3.8738 0.6697
3 Si 0.9459 -3.3335 1.6150
4 C 0.3771 -2.7125 3.2993
5 C 2.0005 -4.8469 1.8978
6 C 1.8918 -1.8758 0.8202
7 C 2.6152 -1.1024 1.8592
8 C 3.5847 -1.5186 2.7766
9 C 4.1699 -0.5758 3.5908
10 C 3.7748 0.7602 3.4988
11 C 2.7860 1.0970 2.6068
12 N 2.2195 0.1763 1.8086
13 Si 3.1786 -2.1020 -0.5947
14 C 4.3276 -3.5218 -0.1960
15 C 4.1885 -0.5194 -0.6596
16 C 2.5325 -2.3951 -2.3141
17 H -1.0943 -4.6012 1.2865
18 H -0.3131 -4.3752 -0.2639
19 H -1.2674 -3.0750 0.4388
20 H -0.4152 -3.3466 3.6939
21 H -0.0084 -1.6918 3.2513
22 H 1.1881 -2.7010 4.0276
23 H 1.4040 -5.5510 2.4799
24 H 2.9142 -4.6563 2.4550
25 H 2.2676 -5.3404 0.9673
26 H 3.8700 -2.5575 2.8210
27 H 4.9363 -0.8665 4.2959
28 H 4.2233 1.5236 4.1155
29 H 2.4377 2.1160 2.5152
30 H 4.6604 -3.5574 0.8372
31 H 5.2154 -3.4135 -0.8199
32 H 3.8768 -4.4812 -0.4373
33 H 4.8111 -0.3758 0.2234
34 H 3.5643 0.3704 -0.7705
35 H 4.8501 -0.5591 -1.5246
36 H 1.9566 -3.3155 -2.4092
37 H 3.4091 -2.4958 -2.9572
38 H 1.9380 -1.5746 -2.7113
39 N -0.0250 -1.1700 -1.0103
40 C -0.3837 -1.7755 -1.9481
41 C -0.7857 -2.4442 -3.0602
42 C -1.0195 -3.8410 -2.9919
43 N -1.1885 -4.9751 -2.9120
44 C -1.0662 -1.6652 -4.2116
45 N -1.2569 -1.0029 -5.1318
46 C -3.9546 4.7872 1.0037
47 C -2.8986 5.0214 0.1338
48 C -2.2007 3.9586 -0.4188
49 C -2.5673 2.6511 -0.1127
50 C -3.6314 2.4182 0.7548
51 C -4.3223 3.4857 1.3115
52 As -1.5231 1.1502 -0.7545
53 C -0.9161 1.7307 -2.4895
54 C 0.4104 1.5215 -2.8484
55 C 0.8649 1.8942 -4.1040
56 C -0.0078 2.4840 -5.0049
57 C -1.3276 2.7169 -4.6453
58 C -1.7828 2.3448 -3.3906
59 C -2.8446 -0.2193 -1.0791
60 C -3.1918 -1.0295 0.0001
61 C -4.0850 -2.0761 -0.1661
62 C -4.6239 -2.3268 -1.4214
63 C -4.2681 -1.5327 -2.4999
64 C -3.3768 -0.4802 -2.3345
65 H -4.4997 5.6182 1.4285
66 H -2.6211 6.0356 -0.1206
67 H -1.3829 4.1513 -1.1056
68 H -3.9492 1.4055 0.9768
69 H -5.1586 3.2992 1.9713
70 H 1.1053 1.0424 -2.1573
71 H 1.8927 1.7121 -4.3827
72 H 0.3390 2.7587 -5.9904
73 H -2.0060 3.1816 -5.3459
74 H -2.8136 2.5410 -3.1126
75 H -2.7496 -0.8599 0.9807
76 H -4.3457 -2.7051 0.6734
77 H -5.3072 -3.1523 -1.5611
78 H -4.6686 -1.7429 -3.4817
79 H -3.0795 0.1061 -3.1962
80 S -1.6574 2.1607 3.9331
81 C -1.1170 0.8365 3.0070
82 N -0.3055 1.1091 2.0261
83 C -0.0535 2.4791 1.9594
84 C 0.7755 3.1149 1.0309
85 C 0.9237 4.4797 1.1213
86 C 0.2530 5.2168 2.1098
87 C -0.5752 4.6015 3.0209
88 C -0.7185 3.2155 2.9374
89 H -1.4543 -0.1631 3.2305
90 H 1.2974 2.5519 0.2650
91 H 1.5625 4.9935 0.4175
92 H 0.3860 6.2874 2.1544
93 H -1.0931 5.1715 3.7766

**Charge**: +1
**LUMO (spin up / spin down)**: -3.99 / -3.12 eV
**Gap between HOMO and LUMO (spin up / spin down)**: 6.3 / 7.4 eV
**HOMO (spin up / spin down)**: -10.33 / -10.51 eV
**Energy relative to the best compared isomer or geometry (same formula, charge and spin)**: 112.5 kJ/mol
**Spin multiplicity**: 4
**⟨S²⟩**: 3.93


No. 2
The ion C3H10NO2 with charge +1 in a non-equilibrium geometry, computed with ωB97M-V/def2-TZVPD.

Element x y z (Å)
1 C 2.0960 -0.0979 -0.4237
2 N 0.5975 0.1653 -0.4220
3 C -0.1362 -0.0586 0.8050
4 C -1.7694 -0.0219 0.3721
5 O -1.8130 1.1604 -0.3576
6 O -1.9472 -1.1254 -0.4502
7 H 2.2091 -1.1450 -0.7481
8 H 2.6784 0.5540 -1.1426
9 H 2.3875 0.0443 0.7128
10 H 0.4940 1.1557 -0.8011
11 H 0.1695 -0.3777 -1.0807
12 H 0.0826 -0.9470 1.4353
13 H -0.0007 0.7049 1.4619
14 H -2.3535 -0.0766 1.2977
15 H -2.2917 1.8124 0.0846
16 H -2.8290 -1.5722 -0.4076

**Charge**: +1
**LUMO**: -3.12 eV
**Gap between HOMO and LUMO**: 12.1 eV
**SMILES**: C[NH2+]CC(O)O
**HOMO**: -15.23 eV
**Energy relative to the best compared isomer or geometry (same formula, charge and spin)**: 176.4 kJ/mol


No. 3
A structure of composition CH6NO in a non-equilibrium geometry, computed with ωB97M-V/def2-TZVPD.

Element x y z (Å)
1 C 0.6359 0.5533 -0.1568
2 N -1.0809 -0.2856 0.1743
3 O 1.4788 -0.3330 0.4062
4 H 0.6660 0.6367 -1.2174
5 H 0.4759 1.4010 0.4833
6 H -1.3179 -0.0101 1.0945
7 H -1.7850 0.1596 -0.4251
8 H -0.7465 -1.1621 -0.0628
9 H 1.6736 -0.9597 -0.2960

**Charge**: +1
**LUMO**: -4.21 eV
**Gap between HOMO and LUMO**: 13.0 eV
**HOMO**: -17.20 eV
**Energy relative to the best compared isomer or geometry (same formula, charge and spin)**: 100.0 kJ/mol


No. 4
A cluster of 2 separate species, C4H10O2 in total in a non-equilibrium geometry, computed with ωB97M-V/def2-TZVPD.

Element x y z (Å)
1 C 2.9988 -0.1946 -0.0603
2 O 1.7691 0.4658 -0.2349
3 C 0.7072 -0.1863 0.4235
4 C -0.5918 0.5901 0.1599
5 O -1.5617 -0.3491 -0.3245
6 C -2.7851 0.0610 -0.7055
7 H 3.7499 0.3611 -0.6275
8 H 3.3025 -0.2226 0.9986
9 H 2.9640 -1.2294 -0.4366
10 H 0.5826 -1.2115 0.0408
11 H 0.9228 -0.2598 1.5025
12 H -0.9706 1.0739 1.0665
13 H -0.3853 1.3564 -0.5977
14 H -4.0625 -0.3615 0.3734
15 H -3.5082 0.6573 -0.0435
16 H -3.1316 -0.5508 -1.5346

**LUMO**: 0.68 eV
**Gap between HOMO and LUMO**: 9.1 eV
**HOMO**: -8.41 eV
**Energy relative to the best compared isomer or geometry (same formula, charge and spin)**: 529.1 kJ/mol


No. 5
A structure of composition CH4INS in a non-equilibrium geometry, computed with ωB97M-V/def2-TZVPD.

Element x y z (Å)
1 C -0.7195 0.6279 -0.1996
2 N 0.0658 -0.0667 0.7746
3 S 1.8234 -1.1378 -0.8024
4 I -1.0369 -1.5300 1.4860
5 H -1.4237 0.1439 -0.7593
6 H -1.4202 1.3571 0.3677
7 H 0.0947 1.0527 -0.9357
8 H 2.6164 -0.4471 0.0686

**LUMO (spin up / spin down)**: -1.82 / -1.32 eV
**Gap between HOMO and LUMO (spin up / spin down)**: 7.4 / 8.1 eV
**HOMO (spin up / spin down)**: -9.18 / -9.45 eV
**Energy relative to the best compared isomer or geometry (same formula, charge and spin)**: 340.9 kJ/mol


No. 6
A cluster of 2 separate species, C5H9NO in total in a non-equilibrium geometry, computed with ωB97M-V/def2-TZVPD.

Element x y z (Å)
1 C 1.7054 0.3469 0.4547
2 C 0.3886 0.4997 0.5558
3 C -0.5771 -0.6608 0.4112
4 C -1.8793 -0.3292 -0.3346
5 C -0.8639 -1.1353 1.7728
6 N -1.0769 -1.5019 2.8507
7 H 2.1574 -0.6087 0.2043
8 H 2.3965 1.1744 0.5824
9 H -0.0389 1.4638 0.8282
10 H -0.0706 -1.4812 -0.1165
11 H -1.6560 -0.0953 -1.3807
12 H -2.3796 0.5319 0.1200
13 H -2.5690 -1.1805 -0.3058
14 O 1.5829 0.6288 -2.1529
15 H 0.9154 0.7624 -1.4608
16 H 2.1046 1.4412 -2.1160

**LUMO**: 0.73 eV
**Gap between HOMO and LUMO**: 11.0 eV
**SMILES**: C=C[C@H](C)C#N.O
**HOMO**: -10.31 eV
**Energy relative to the best compared isomer or geometry (same formula, charge and spin)**: 188.7 kJ/mol


No. 7
A structure of composition C8H22CsN2O6S in a non-equilibrium geometry, computed with ωB97M-V/def2-TZVPD.

Element x y z (Å)
1 Cs 1.5199 -0.8410 -1.2068
2 S 0.0275 -0.6105 2.3630
3 O 1.0572 0.0321 1.5683
4 O 0.6853 -1.3679 3.4330
5 O -0.8493 0.3152 2.9740
6 O -0.7685 -1.5410 1.5466
7 C 2.8262 4.1029 0.0682
8 C 2.8788 2.5644 0.3683
9 C 3.3663 2.2904 1.8007
10 O 4.6234 2.9723 1.9844
11 C 4.6701 3.7282 3.1782
12 N 1.5318 2.1806 0.1776
13 H 3.8286 4.4932 -0.1082
14 H 2.3530 4.6336 0.8943
15 H 2.3202 4.2526 -0.8855
16 H 3.4675 2.0742 -0.4072
17 H 3.6051 1.2342 1.9255
18 H 2.6452 2.5545 2.5742
19 H 5.6560 4.1920 3.2097
20 H 4.6398 3.0067 3.9946
21 H 3.8884 4.4876 3.1586
22 H 1.3452 1.2758 0.5856
23 H 0.9405 2.7911 0.7234
24 C -3.5471 -1.0942 -1.3490
25 C -2.7145 -2.3797 -1.2127
26 C -3.0549 -3.4583 -2.2503
27 O -4.4486 -3.8188 -2.1970
28 C -4.8382 -4.4664 -3.3811
29 N -1.3324 -2.1426 -1.2159
30 H -3.5989 -0.6979 -2.3631
31 H -3.1336 -0.3299 -0.6909
32 H -4.5515 -1.4235 -1.0831
33 H -2.9785 -2.8553 -0.2682
34 H -2.5431 -4.4067 -2.0867
35 H -2.7098 -3.1464 -3.2361
36 H -4.5311 -3.8836 -4.2496
37 H -5.9140 -4.6348 -3.4305
38 H -4.2787 -5.3903 -3.5273
39 H -1.1821 -1.6551 -0.3442
40 H -0.9011 -3.0377 -1.0347

**Charge**: -1
**LUMO**: 1.43 eV
**Gap between HOMO and LUMO**: 4.7 eV
**HOMO**: -3.31 eV
**Energy relative to the best compared isomer or geometry (same formula, charge and spin)**: 122.5 kJ/mol


No. 8
The ion C3H9N2O with charge +1 in a non-equilibrium geometry, computed with ωB97M-V/def2-TZVPD.

Element x y z (Å)
1 C 2.0627 -0.1753 0.1081
2 C 0.7435 0.7049 0.2276
3 O 0.1281 1.0914 -0.9831
4 C -0.5204 -0.1401 -0.1057
5 N -0.7656 -1.3670 -0.6335
6 N -1.7544 0.6006 0.3140
7 H 1.9289 -0.8054 -0.7671
8 H 1.9046 -0.7645 1.0177
9 H 3.0561 0.3224 0.3324
10 H 0.7185 1.3275 1.1170
11 H -0.0051 -1.9506 -0.5010
12 H -1.5047 -1.5980 -1.2252
13 H -1.3194 1.5736 0.2861
14 H -2.1741 0.4198 1.1843
15 H -2.4985 0.7606 -0.3717

**Charge**: +1
**LUMO**: -3.64 eV
**Gap between HOMO and LUMO**: 10.9 eV
**SMILES**: C[C@H]1O[C@]1(N)[NH3+]
**HOMO**: -14.59 eV
**Energy relative to the best compared isomer or geometry (same formula, charge and spin)**: 341.3 kJ/mol


No. 9
The ion C3H8NO with charge -1 in a non-equilibrium geometry, computed with ωB97M-V/def2-TZVPD.

Element x y z (Å)
1 N 2.1237 -0.2117 -0.9212
2 C 0.7781 -0.5071 -0.3446
3 C -0.4457 0.4539 -0.2160
4 C -1.4371 -0.0141 0.8881
5 O -2.4971 0.7452 1.1293
6 H 2.3072 0.6753 -0.4420
7 H 1.3224 0.1307 -1.5256
8 H 0.9937 -0.5911 0.7225
9 H 0.4610 -1.4757 -0.7343
10 H -1.0664 0.6414 -1.1005
11 H -0.1057 1.4394 0.1354
12 H -1.6803 -1.0954 0.6452
13 H -0.7536 -0.1907 1.7638

**Charge**: -1
**LUMO**: 4.44 eV
**Gap between HOMO and LUMO**: 6.8 eV
**SMILES**: NCCC[O-]
**HOMO**: -2.31 eV
**Energy relative to the best compared isomer or geometry (same formula, charge and spin)**: 212.0 kJ/mol